Entry from the OMol25 dataset: the molecule C6H9NO (wB97M-V/def2-TZVPD).

Energy relative to the best compared isomer or geometry (same formula, charge and spin), kJ/mol: 468.1
E_HOMO, Eh: -0.3125
SMILES string: N[C@H]1[C@H]2[C@H]3C[C@@H]1O[C@H]32

Geometry as XYZ:
```
17
Properties=species:S:1:pos:R:3:forces:R:3:mulliken_charge:R:1
C -0.3229 -1.0461 -0.2460 3.023 4.474 0.027 -0.488
H -2.9353 0.6919 -0.0316 -5.994 5.952 -2.243 0.197
C 0.4621 -0.8716 1.0833 0.771 -3.826 3.214 -0.295
H 2.2933 1.0607 -1.1131 -2.305 -1.529 1.238 0.292
N -2.2714 0.1232 0.0992 4.650 -4.871 5.363 -0.627
H -1.0572 0.4994 -1.4211 -0.433 0.486 -3.634 0.602
H -2.2260 0.1228 1.1682 0.127 -0.435 -1.827 0.222
C 0.0840 1.2582 0.0829 1.381 0.261 0.935 -0.670
C 1.2151 0.4488 0.8912 -2.330 -0.583 0.532 -0.407
O 0.8471 -0.6648 -1.1061 1.279 -1.022 -1.462 -0.437
C 1.3870 0.5349 -0.5470 -0.376 1.359 -1.492 -0.116
C -0.9669 0.2889 -0.4423 -0.938 -0.489 3.470 -0.075
H 1.2173 -1.7136 0.9068 -0.748 0.748 1.079 0.266
H 2.0162 0.7808 1.5807 -1.163 0.109 -0.318 0.404
H -0.3254 2.2287 0.4700 1.277 -0.513 -1.116 0.409
H -0.0512 -1.0649 2.2638 1.235 0.752 -3.821 0.254
H -0.9593 -1.8297 -0.6013 0.542 -0.873 0.054 0.470
```
Positions in Å, forces in eV/Å.



Entry from the OMol25 dataset: the molecule C16H22N2O2 (wB97M-V/def2-TZVPD).

Energy relative to the best compared isomer or geometry (same formula, charge and spin), kJ/mol: 503.3
E_HOMO, Eh: -0.3008
SMILES string: CC[C@@H]1CCCCN1C/C=C/c1ccccc1[N+](=O)[O-]

Geometry as XYZ:
```
42
Properties=species:S:1:pos:R:3:forces:R:3:mulliken_charge:R:1
C 3.4430 -1.6418 0.8783 -0.127 -0.047 0.182 -0.537
O -0.8864 2.3160 1.7628 0.242 -0.010 0.003 -0.553
H 4.0020 -1.7505 1.8115 0.062 0.025 -0.068 0.400
H -3.9776 -0.2684 -0.9100 -0.003 -0.103 0.014 0.469
H -1.6417 0.1018 1.8049 0.068 -0.071 0.018 0.472
H -4.0153 4.2537 1.0376 -0.012 0.008 0.002 0.456
H -1.6008 -0.6829 -1.1466 -0.081 0.043 -0.179 0.393
C 3.5216 0.0986 -1.9385 -0.189 0.070 -0.016 -1.235
H -0.1149 -1.6566 1.3640 -0.070 -0.064 -0.008 0.248
H 1.9254 -3.0517 1.4857 -0.019 -0.064 0.060 0.292
H 3.1789 0.5029 1.0122 -0.001 0.090 0.084 0.379
C -5.0197 2.8865 -0.2813 0.040 -0.115 -0.042 -0.474
C -1.3703 -0.7257 -0.0912 -0.133 0.095 0.314 -0.751
H 3.2092 -3.7599 0.4995 -0.027 -0.059 0.043 0.444
N 0.8687 -1.4911 -0.5380 -0.227 -0.064 0.007 0.106
H 1.4072 0.2370 -2.2686 -0.063 0.089 0.038 0.365
C 1.5597 -0.2463 -0.1989 0.024 0.381 -0.156 0.596
C 2.5626 -0.3954 0.9617 -0.082 -0.037 -0.157 -1.023
H -5.7559 1.3092 -1.5291 -0.067 -0.040 -0.056 0.391
H -0.6853 -2.7190 0.0570 0.071 0.006 0.093 0.459
C -4.0289 3.2676 0.5984 0.208 0.059 0.171 -0.592
C -3.0060 2.3813 0.9235 -1.049 -0.465 -0.931 0.237
C 1.7417 -2.6437 -0.6272 0.099 -0.267 0.135 -0.928
H 0.7745 0.4312 0.1575 0.119 -0.088 -0.054 -0.056
H 1.1272 -3.5225 -0.8437 0.046 0.053 -0.066 0.462
C -0.3125 -1.7132 0.2816 -0.009 -0.044 -0.033 -0.566
C 2.5825 -2.8758 0.6308 0.057 0.120 -0.259 -0.690
C -4.9863 1.6134 -0.8358 -0.014 0.096 -0.016 -0.629
C 2.1149 0.4450 -1.4633 0.036 -0.029 0.157 -0.943
O -2.2312 3.8189 2.4978 0.002 0.165 0.179 -0.606
N -1.9693 2.8661 1.7914 0.452 0.325 0.485 0.937
H 4.2620 0.3402 -1.1805 0.150 -0.024 0.057 0.235
C -3.9811 0.7292 -0.4986 0.051 0.101 0.088 -0.559
H 1.9904 -0.4456 1.8920 0.028 0.041 0.069 0.403
H 2.4077 -2.4898 -1.4793 0.024 -0.129 -0.011 0.321
H 2.0905 1.5212 -1.2753 -0.033 0.052 -0.025 0.408
H -5.8093 3.5744 -0.5391 -0.057 0.073 -0.009 0.388
C -2.9649 1.0839 0.3914 -0.135 0.442 0.045 0.580
H 3.7501 0.6882 -2.8253 0.087 0.012 -0.055 0.461
H 4.1667 -1.5481 0.0692 0.085 -0.008 -0.020 0.238
H 3.6167 -0.9498 -2.2051 0.110 -0.093 -0.033 0.261
C -1.9459 0.1115 0.7665 0.336 -0.521 -0.048 -0.261
```
Positions in Å, forces in eV/Å.



Entry from the OMol25 dataset: a cluster of 4 separate species, C2H11O3S in total (wB97M-V/def2-TZVPD).

Energy relative to the best compared isomer or geometry (same formula, charge and spin), kJ/mol: 38.9
E_HOMO, Eh: -0.1278
Total charge: -1

Geometry as XYZ:
```
17
Properties=species:S:1:pos:R:3:forces:R:3:mulliken_charge:R:1
H 2.5434 -0.7494 -0.4931 -0.217 0.338 0.412 0.300
H -2.0016 1.8758 -2.5920 -0.079 -0.288 0.102 0.323
H 0.6032 0.6183 3.0531 -0.636 0.433 -0.439 0.299
H 3.1801 0.0956 0.6406 -0.401 0.168 -0.051 0.304
H 0.1209 0.3604 -2.8331 -0.021 -0.034 0.015 0.227
C -1.2157 1.6976 -1.8404 -0.206 1.398 -0.488 -1.073
H -1.6570 1.9322 -0.8727 0.025 -0.473 0.191 0.293
H 0.3575 0.8195 1.5650 -0.547 0.028 -0.114 0.250
H -1.3835 -1.5196 1.1002 0.207 0.142 -0.282 0.280
H -1.4242 -0.3237 -2.3334 0.175 -0.094 -0.141 0.185
O 3.3555 -0.6246 0.0376 0.593 -0.480 -0.322 -0.679
O -2.0323 -1.6167 1.8150 -0.290 -0.139 0.163 -0.680
C -0.6017 0.3247 -2.0143 -0.423 -0.462 0.040 -0.254
O 0.0369 1.1315 2.4392 1.005 -0.473 0.411 -0.645
H -0.5428 2.5407 -2.0501 0.395 -0.319 0.254 0.272
H -2.4020 -0.7305 1.8735 0.146 0.033 0.049 0.310
S 0.1414 -0.4945 -0.5670 0.277 0.222 0.200 -0.709
```
Positions in Å, forces in eV/Å.



Entry from the OMol25 dataset: the molecule C6H12N (wB97M-V/def2-TZVPD).

Energy relative to the best compared isomer or geometry (same formula, charge and spin), kJ/mol: 296.6
E_HOMO (spin up / spin down), Eh: -0.1364 / -0.3445
Spin multiplicity: 2
Expectation value of S²: 0.75

Geometry as XYZ:
```
19
Properties=species:S:1:pos:R:3:forces:R:3:mulliken_charge:R:1
H -3.7306 -0.0526 -0.1614 0.842 -0.260 0.630 0.273
H 2.5643 -1.4539 2.4665 -0.010 0.531 -0.216 0.934
H 2.0685 -0.7654 -1.0855 -0.892 0.317 -0.689 0.240
C 1.2688 -0.6634 -0.3236 2.692 0.012 0.491 -0.341
C -2.1123 0.8610 -1.2186 1.106 -1.534 -1.485 -0.231
N 1.9507 -0.5869 2.1928 -0.658 -2.350 0.280 -2.155
C 0.1672 0.2825 -0.6200 -2.485 -1.657 -1.524 -0.158
H 2.3218 0.9214 0.8511 -0.708 -0.059 -0.515 0.195
H 1.0128 -1.0278 2.2976 0.029 0.619 0.071 0.459
H -1.2363 -1.2475 -0.9829 -0.411 -0.266 -0.085 0.410
C -3.3123 0.7938 -0.6891 -1.705 -0.311 -0.654 -0.694
C 2.2117 -0.1659 0.7709 3.021 0.986 1.394 -1.115
H -1.7850 1.5054 -2.0584 -0.678 0.411 1.000 0.324
C -1.0552 -0.1881 -1.0049 1.456 2.010 1.568 -0.557
H -4.1642 1.3904 -0.9796 0.354 0.866 -0.144 0.272
H 2.0900 0.0752 2.9789 -0.025 0.501 -0.228 0.914
H 1.0207 -1.7194 -0.1513 -0.583 0.490 0.069 0.383
H 0.2277 1.3649 -0.6834 0.839 -0.083 0.389 0.275
H 3.3535 -0.4167 0.6712 -2.182 -0.223 -0.352 0.572
```
Positions in Å, forces in eV/Å.



Entry from the OMol25 dataset: the ion C4H3Cl2O2S2 with charge -1 (wB97M-V/def2-TZVPD).

E_HOMO (spin up / spin down), Eh: -0.0351 / -0.1615
Spin multiplicity: 3
Total charge: -1
Expectation value of S²: 2.01

Geometry as XYZ:
```
13
Properties=species:S:1:pos:R:3:forces:R:3:mulliken_charge:R:1
O 1.7220 0.0616 2.0513 -0.048 0.057 -0.429 -0.580
S -2.9085 -1.1390 -0.7092 -2.560 -0.288 0.284 -0.307
C 1.7491 -0.0908 0.8501 -0.621 1.817 1.762 0.488
H -4.2011 -0.8246 -0.0754 2.512 -0.158 -0.794 0.106
Cl -0.1119 -1.1775 -1.5630 0.605 -0.236 -0.165 -0.310
O 2.5475 -1.0096 0.3396 -0.092 -0.804 -0.903 -0.450
C 0.9036 0.8632 -0.0366 -2.174 -2.042 0.287 -0.199
S -2.2945 1.2780 0.9846 -0.660 1.612 1.061 -0.444
H 0.7973 1.8140 0.4633 -0.650 -0.359 0.591 0.342
C -1.8279 -0.0056 0.0775 0.069 -0.047 0.742 0.065
C -0.4717 0.0864 -0.3903 3.305 0.564 -1.213 0.138
H 2.1946 -1.2335 -0.5315 0.228 -0.058 -0.471 0.343
Cl 1.9016 1.3773 -1.4602 0.087 -0.059 -0.752 -0.191
```
Positions in Å, forces in eV/Å.



Entry from the OMol25 dataset: a cluster of 2 separate species, C2H2F2O in total (wB97M-V/def2-TZVPD).

Energy relative to the best compared isomer or geometry (same formula, charge and spin), kJ/mol: 367.2
E_HOMO, Eh: -0.3679
SMILES string: FC1=CO1.F

Geometry as XYZ:
```
7
Properties=species:S:1:pos:R:3:forces:R:3:mulliken_charge:R:1
F -1.3991 -0.7955 -1.8861 0.994 0.285 2.372 -0.484
H 2.2098 -0.3257 0.7317 -2.041 1.471 -0.195 0.349
C -0.0090 0.6183 0.5822 0.986 1.705 0.152 0.503
C 1.2190 0.2279 0.5771 1.898 -0.717 0.240 -0.158
H -0.9716 -0.7280 -0.9509 -0.971 -0.537 -2.736 0.413
F -0.8267 1.6450 0.5885 0.665 -1.202 0.154 -0.186
O -0.2224 -0.6420 0.3575 -1.531 -1.005 0.013 -0.438
```
Positions in Å, forces in eV/Å.



Entry from the OMol25 dataset: a structure of composition C12H11Br2ClN2O2 (wB97M-V/def2-TZVPD).

Energy relative to the best compared isomer or geometry (same formula, charge and spin), kJ/mol: 0.0
E_HOMO, Eh: -0.3167

Geometry as XYZ:
```
30
Properties=species:S:1:pos:R:3:forces:R:3:mulliken_charge:R:1
H 2.4113 3.5547 0.1772 -0.061 -0.029 0.024 0.428
C -0.0212 -3.6756 2.5084 0.621 -0.257 -0.274 0.512
C 2.1555 0.3120 -0.7454 0.797 -0.732 1.679 -0.520
C 1.0406 2.1738 1.0188 -0.078 -0.095 0.611 -0.633
H -1.5455 -1.0915 2.6230 0.003 0.122 -0.035 0.466
N 0.7320 -1.4115 0.1829 -0.534 -0.088 0.795 -0.543
Br -3.2802 2.7918 -1.7625 0.079 0.053 0.021 -0.150
Br 0.0721 1.2070 -1.6266 -3.833 0.834 -4.371 0.161
O 1.1294 -3.9748 2.5377 0.547 -0.143 0.001 -0.480
C 0.5097 0.8185 1.0844 1.295 1.337 0.236 0.876
H -2.0582 0.2318 -2.5248 -0.050 0.060 -0.016 0.356
C -1.3898 0.9874 -2.9272 0.197 0.356 0.199 -0.695
H -1.7375 -3.1222 1.3400 0.050 -0.330 -0.174 0.338
C -0.7718 -0.7609 1.9338 -0.472 0.413 0.504 -0.452
H -0.3587 -3.7567 0.3630 0.141 0.046 0.069 0.337
H -0.5768 -3.0191 4.2301 0.208 -0.177 0.177 0.351
O -0.7860 -3.7578 3.6462 -0.813 0.446 -0.462 -0.499
C 1.0642 -0.1301 0.1934 2.847 0.122 -0.004 0.083
C 2.0303 2.5414 0.1860 0.729 -0.447 -0.521 -0.439
C 2.6217 1.5768 -0.7380 -0.103 0.378 1.679 0.204
Cl 3.8968 2.1112 -1.7778 -0.230 -0.140 0.030 -0.212
H -2.7264 2.2025 -4.0933 0.015 -0.016 0.008 0.374
H 0.6386 2.9175 1.6972 -0.157 -0.188 0.016 0.424
C -0.1978 -1.7125 1.0926 0.137 -0.502 -0.741 0.560
C -0.6518 -3.1587 1.2195 -0.733 0.621 0.884 -0.787
C -2.0872 2.2914 -3.2164 -0.309 -0.111 -0.056 -0.607
N -0.4402 0.5339 1.9663 0.091 -1.293 -0.362 -0.655
H 2.6348 -0.4013 -1.4051 -0.440 -0.240 0.065 0.479
H -1.3975 3.1174 -3.3577 0.045 -0.042 0.024 0.358
H -0.9105 0.6040 -3.8256 0.013 0.045 -0.004 0.366
```
Positions in Å, forces in eV/Å.



Entry from the OMol25 dataset: a cluster of 2 separate species, C3H4BrNO in total (wB97M-V/def2-TZVPD).

Energy relative to the best compared isomer or geometry (same formula, charge and spin), kJ/mol: 242.0
E_HOMO (spin up / spin down), Eh: -0.2914 / -0.2914

Geometry as XYZ:
```
10
Properties=species:S:1:pos:R:3:forces:R:3:mulliken_charge:R:1
O 1.5969 1.9225 0.4951 0.077 -1.713 -0.093 -0.359
H 0.9920 -2.1058 0.0598 1.432 0.087 0.200 0.305
H -1.8681 0.3622 -1.1762 -0.270 -0.629 -0.539 0.292
N 0.1229 -1.6881 -0.1455 -3.598 1.300 -0.099 -0.370
H -1.1007 1.4035 -0.0656 -0.774 -1.583 0.629 0.255
Br 3.0562 -0.4362 0.0558 1.020 -0.702 -0.080 -0.323
C -1.5199 0.3391 -0.1583 0.027 0.900 1.081 -0.734
H -2.3825 0.0630 0.5495 1.406 0.678 -0.983 0.271
C 1.4917 0.7461 0.3885 -2.594 1.649 -0.015 0.172
C -0.3885 -0.6062 -0.0029 3.272 0.012 -0.101 0.491
```
Positions in Å, forces in eV/Å.



no.,largest force on an atom (eV/Å)
1,8.74
2,1.48
3,1.50
4,3.47
5,3.57
6,2.95
7,5.87
8,3.83